Molecular formula: CH7NO3Si
Method: DFT, wB97M-V/def2-TZVPD

```
13
Properties=species:S:1:pos:R:3:mulliken_charge:R:1
C 1.095 -0.217 0.113 0.26
N -2.196 0.035 -0.907 -0.51
O 1.778 0.837 -0.641 -0.47
O 1.850 -0.308 1.316 -0.51
O 1.401 -1.431 -0.561 -0.49
Si -1.396 -0.017 0.610 0.46
H -2.829 0.835 -0.944 0.25
H -1.804 0.106 -1.827 0.27
H 1.291 1.135 -1.394 0.29
H 1.741 0.511 1.790 0.30
H 2.334 -1.673 -0.324 0.29
H -2.171 -1.068 1.490 -0.05
H -1.095 1.254 1.279 -0.09
```

- Orbital gap: 0.338 Ha
- Energy above the lowest of the compared OMol25 structures with the same formula, charge and spin: 41.8 kcal/mol
- Total energy: -16658.79383 eV
- HOMO level: -8.92 eV

Molecular formula: C2H10NO2
Method: DFT, wB97M-V/def2-TZVPD

```
15
Properties=species:S:1:pos:R:3:mulliken_charge:R:1
C -0.987 2.078 -0.670 -0.79
C 1.122 0.883 -0.735 -0.05
N -0.049 1.041 -0.297 0.08
H -1.208 2.772 0.091 0.34
H -1.909 1.563 -0.905 0.33
H -0.680 2.638 -1.550 0.34
H 1.577 1.617 -1.393 0.27
H 1.744 0.016 -0.549 0.24
H -0.367 0.393 0.483 0.28
H 1.423 -3.121 0.515 0.32
H 0.316 -3.565 -0.555 0.31
O 0.515 -3.034 0.219 -0.67
H -0.119 -1.612 1.350 0.34
H -0.949 -0.942 2.363 0.32
O -0.428 -0.728 1.630 -0.65
```

- Charge: +1
- Orbital gap: 0.419 Ha
- Energy above the lowest of the compared OMol25 structures with the same formula, charge and spin: 14.1 kcal/mol
- Total energy: -7814.39881 eV
- HOMO level: -15.82 eV

Molecular formula: C6H10O5Rb
Method: DFT, wB97M-V/def2-TZVPD

```
22
Properties=species:S:1:pos:R:3:mulliken_charge:R:1
Rb 0.792 -2.202 0.245 0.90
O 0.203 -1.872 -2.187 -0.99
C -0.908 -1.190 -1.646 0.37
C -1.871 -1.829 -0.519 -0.46
O -1.491 -2.068 0.873 -1.03
H -1.541 -0.795 -2.441 0.36
H -0.534 -0.196 -1.403 -0.68
H -2.332 -2.717 -0.951 0.37
H -2.700 -1.134 -0.383 0.27
C -0.718 1.013 1.196 -1.36
C 0.409 0.981 0.220 0.75
C 1.426 2.099 0.382 -0.35
O 2.617 1.307 0.612 -0.37
C 2.410 0.004 0.602 1.01
O 3.306 -0.853 0.652 -0.63
O 1.101 -0.225 0.445 -0.73
H -1.378 1.865 1.033 0.32
H -0.269 1.219 2.167 0.39
H -1.319 0.104 1.240 0.26
H 0.095 1.087 -0.818 0.01
H 1.189 2.741 1.230 0.28
H 1.514 2.661 -0.548 0.30
```

- Charge: -1
- Orbital gap: 0.177 Ha
- Energy above the lowest of the compared OMol25 structures with the same formula, charge and spin: 78.9 kcal/mol
- Total energy: -17272.42491 eV
- HOMO level: -2.41 eV

Molecular formula: C6H12O
Method: DFT, wB97M-V/def2-TZVPD

```
19
Properties=species:S:1:pos:R:3:mulliken_charge:R:1
C -2.446 0.456 0.362 -1.51
C -1.087 0.015 -0.028 0.58
C -0.874 -0.725 -1.137 -0.63
O 0.903 -1.582 0.196 -0.62
C 1.335 -0.291 0.532 0.33
C 2.377 0.173 -0.440 -1.37
C 0.097 0.645 0.605 -0.67
H -3.180 -0.216 -0.085 0.37
H -2.651 1.465 -0.025 0.28
H -2.603 0.509 1.440 0.33
H -0.184 -1.405 0.634 0.50
H -1.598 -1.366 -1.623 0.29
H 0.036 -0.694 -1.719 0.13
H 1.754 -0.317 1.546 0.32
H 3.210 -0.532 -0.465 0.35
H 2.737 1.158 -0.131 0.37
H 1.983 0.238 -1.458 0.28
H 0.315 1.605 0.140 0.36
H -0.125 0.865 1.656 0.30
```

- Orbital gap: 0.347 Ha
- Energy above the lowest of the compared OMol25 structures with the same formula, charge and spin: 64.8 kcal/mol
- Total energy: -8461.54442 eV
- HOMO level: -8.69 eV

Molecular formula: C6H18O3S3
Method: DFT, wB97M-V/def2-TZVPD

```
30
Properties=species:S:1:pos:R:3:mulliken_charge:R:1
C 2.457 1.043 -1.034 -0.57
S 3.411 1.722 0.355 0.43
O 2.407 2.569 1.106 -0.62
C 3.536 0.145 1.278 -0.70
H 1.492 0.767 -0.612 -0.13
H 2.860 0.245 -1.658 0.39
H 2.206 1.792 -1.794 0.41
H 4.556 0.043 1.646 0.35
H 3.218 -0.724 0.714 0.20
H 2.919 0.420 2.136 0.24
C -3.055 3.074 0.980 -0.90
S -2.638 1.307 1.165 0.50
O -3.437 0.520 0.175 -0.64
C -1.017 1.365 0.379 -0.92
H -2.147 3.693 1.010 0.29
H -3.624 3.483 1.816 0.34
H -3.519 3.362 0.037 0.33
H -1.257 1.424 -0.679 0.32
H -0.434 0.480 0.632 0.15
H -0.467 2.209 0.802 0.52
C -1.640 -1.902 -1.138 -0.99
S 0.119 -2.347 -1.085 0.51
O 0.809 -1.578 0.016 -0.55
C -0.119 -4.116 -0.723 -1.08
H -2.107 -2.790 -1.562 0.48
H -1.802 -1.003 -1.724 0.30
H -2.048 -1.716 -0.145 0.29
H -0.447 -4.514 -1.688 0.39
H -0.969 -4.313 -0.062 0.33
H 0.737 -4.661 -0.341 0.33
```

- Orbital gap: 0.344 Ha
- Energy above the lowest of the compared OMol25 structures with the same formula, charge and spin: 3.8 kcal/mol
- Total energy: -45159.00300 eV
- HOMO level: -8.79 eV

Molecular formula: C3H2N2S
Method: DFT, wB97M-V/def2-TZVPD

```
8
Properties=species:S:1:pos:R:3:mulliken_charge:R:1
C -1.175 -0.185 -0.159 0.25
C 0.822 -0.666 -0.063 0.09
C 0.715 0.844 0.009 -0.08
H 1.700 -1.440 0.103 0.32
H 1.532 1.595 0.305 0.31
N -0.315 -1.284 -0.047 -0.37
N -0.483 1.142 -0.149 -0.34
S -2.795 -0.006 0.003 -0.19
```

- Orbital gap: 0.270 Ha
- Energy above the lowest of the compared OMol25 structures with the same formula, charge and spin: 26.2 kcal/mol
- Total energy: -16956.26807 eV
- HOMO level: -9.33 eV

Q: Among the records above, which one has the lowest HOMO level?
A: C2H10NO2